{"formula": "C75H200O25", "method": "wB97M-V/def2-TZVPD", "species": ["O", "O", "O", "O", "O", "O", "O", "O", "O", "O", "O", "O", "O", "O", "O", "O", "O", "O", "O", "O", "O", "O", "O", "O", "O", "C", "C", "C", "C", "C", "C", "C", "C", "C", "C", "C", "C", "C", "C", "C", "C", "C", "C", "C", "C", "C", "C", "C", "C", "C", "C", "C", "C", "C", "C", "C", "C", "C", "C", "C", "C", "C", "C", "C", "C", "C", "C", "C", "C", "C", "C", "C", "C", "C", "C", "C", "C", "C", "C", "C", "C", "C", "C", "C", "C", "C", "C", "C", "C", "C", "C", "C", "C", "C", "C", "C", "C", "C", "C", "C", "H", "H", "H", "H", "H", "H", "H", "H", "H", "H", "H", "H", "H", "H", "H", "H", "H", "H", "H", "H", "H", "H", "H", "H", "H", "H", "H", "H", "H", "H", "H", "H", "H", "H", "H", "H", "H", "H", "H", "H", "H", "H", "H", "H", "H", "H", "H", "H", "H", "H", "H", "H", "H", "H", "H", "H", "H", "H", "H", "H", "H", "H", "H", "H", "H", "H", "H", "H", "H", "H", "H", "H", "H", "H", "H", "H", "H", "H", "H", "H", "H", "H", "H", "H", "H", "H", "H", "H", "H", "H", "H", "H", "H", "H", "H", "H", "H", "H", "H", "H", "H", "H", "H", "H", "H", "H", "H", "H", "H", "H", "H", "H", "H", "H", "H", "H", "H", "H", "H", "H", "H", "H", "H", "H", "H", "H", "H", "H", "H", "H", "H", "H", "H", "H", "H", "H", "H", "H", "H", "H", "H", "H", "H", "H", "H", "H", "H", "H", "H", "H", "H", "H", "H", "H", "H", "H", "H", "H", "H", "H", "H", "H", "H", "H", "H", "H", "H", "H", "H", "H", "H", "H", "H", "H", "H", "H", "H", "H", "H", "H", "H", "H", "H", "H", "H", "H", "H", "H", "H", "H", "H", "H", "H", "H", "H", "H", "H", "H", "H", "H"], "coordinates": [[-2.8395, -5.5598, 0.2888], [-5.9352, -0.1841, -3.4927], [-2.3576, 2.3563, -3.4708], [-3.8883, 5.1059, 3.1160], [3.8264, -5.1502, -2.8879], [-1.1812, 7.5354, -2.3131], [-2.9594, -1.7725, -5.6667], [-6.2348, -5.0205, -2.3357], [-1.4593, 3.7649, 3.6251], [-4.0575, 0.9576, -5.0577], [5.6844, -6.0273, 1.3323], [0.4606, -0.5356, 6.9205], [3.1808, 1.6351, -7.2365], [5.8687, -4.6959, -1.0360], [-7.9110, -0.8961, 3.8274], [5.2937, -0.4514, 4.3075], [-0.2825, -6.1157, -0.6261], [6.9032, 4.4586, -2.9424], [-1.0559, 1.1194, 2.8896], [-0.6792, -5.8935, 5.6181], [2.8361, 0.0789, 5.4893], [4.4678, 1.3348, -4.8385], [-2.4623, 1.8476, -0.8840], [4.5790, 6.3271, 2.1128], [-0.8138, 0.1385, 0.4456], [-4.5712, 1.8491, -6.0330], [3.8457, 5.1151, 1.9673], [3.9576, 1.4131, 6.9728], [-3.2780, -4.2704, 0.2029], [-0.1244, 3.0646, -3.1546], [5.6176, -0.6873, 2.9637], [-1.5694, 3.5270, -3.5436], [-4.7953, -1.1380, -1.6979], [-5.3221, -5.6034, -3.2517], [-1.3294, -1.1598, 3.4133], [2.7938, 1.3711, 5.9420], [1.4615, 0.9635, 0.5151], [-4.4582, 3.1362, 4.2634], [-1.6615, 7.6612, -1.0400], [2.0483, 3.4620, -6.1074], [-1.0922, 0.2289, 4.0231], [5.6292, 4.7978, -2.3698], [-4.4562, -4.4242, -3.7262], [1.8963, -1.6641, 8.4324], [4.2074, 3.7335, -7.2218], [-4.0463, 3.5875, -0.5720], [-0.9565, -0.3839, -5.2067], [-1.1391, 5.1647, 5.4966], [4.5659, 4.7895, -3.4594], [2.9992, 2.2819, 4.7493], [6.7998, -3.8310, -1.6333], [0.4675, -0.3877, -1.4188], [4.8986, 4.0477, 1.6359], [4.0262, 0.3535, -3.9561], [6.1918, -2.4528, -1.9774], [-1.6138, 4.0394, -5.0277], [4.4464, -0.3055, 2.0755], [3.8347, 0.8955, -2.5233], [0.5079, -0.1597, 0.0744], [7.8963, -3.7598, -0.6283], [-4.5219, -6.6799, -2.5446], [4.3326, -5.9533, 1.6483], [-5.4949, 1.0583, -6.9818], [-0.4236, -7.5459, -0.7343], [-6.0843, 4.3364, 2.7789], [0.0416, 5.4896, 3.2835], [0.8017, -2.9085, 6.4678], [2.4848, -4.8189, -2.5286], [0.6603, -1.7756, 7.5518], [-2.0338, -6.6077, 3.8115], [1.5836, -4.8820, -3.7655], [2.4134, -3.5025, -1.7971], [-3.7013, -3.7915, 1.5654], [-1.6507, 3.7149, 0.3759], [-6.6118, 0.6629, -1.4026], [-5.4526, 0.1383, -2.2241], [6.8047, 0.2859, 2.7030], [-0.3797, -8.1836, 0.5858], [5.8549, 6.1883, -1.7093], [-1.0548, -5.5791, 4.3027], [-2.1933, 0.6075, 5.0378], [-1.9025, -1.4981, -4.7731], [-5.6646, -1.4540, 4.4226], [-2.3086, 8.9949, -0.7936], [-2.0847, -3.5949, -0.4440], [-4.9751, 4.4949, 3.7511], [4.0330, -4.4626, 1.9970], [-0.6200, 7.1835, 0.0381], [2.9194, 2.9866, -7.2962], [-5.4020, 2.9485, -5.3328], [-2.8534, 2.8528, 0.0599], [-6.1778, -0.1403, 2.3396], [-1.0554, -2.7042, -4.6461], [2.7479, 5.4063, 0.9286], [2.6668, -0.1402, -4.4636], [-6.6305, -1.2563, 3.2612], [3.5782, -6.5703, 0.4645], [-0.5130, 4.4580, 4.3196], [0.6134, -8.1204, -1.6645], [0.1969, -5.4885, 3.4417], [-3.6671, 2.2228, -6.5137], [-0.1524, -6.6857, 5.4898], [-0.9858, 7.2973, 1.0586], [4.9568, 3.4565, -7.9633], [-2.7425, 9.0276, 0.2058], [-5.8662, -6.0038, -4.1071], [-4.8610, 3.4198, -4.5122], [-1.4104, -7.4766, 3.6006], [5.2500, 1.7928, -4.5223], [-5.5460, -0.5488, 5.0181], [-5.3424, 5.1297, 4.5575], [5.4575, 4.2915, 0.7324], [-3.7224, 3.1878, 5.0659], [-2.3904, 6.8536, -1.1080], [0.2664, 7.8098, -0.0624], [-0.3456, -2.5829, -3.8278], [-2.6714, 4.1503, -5.2673], [-0.1603, -0.2112, -4.4826], [0.2219, 0.5934, -1.8251], [3.6370, -5.8863, -3.4743], [-5.2419, 0.1463, -4.0686], [0.7354, -6.4351, 3.3958], [-3.8479, -1.2699, -2.2205], [0.8322, -1.0430, 0.6246], [-3.6596, -7.0470, -3.1013], [-4.6935, -1.8478, 4.1225], [4.1358, -6.5438, 2.5430], [-3.9616, -3.8723, -2.9269], [2.1626, -5.6207, -1.8643], [-1.9836, -3.9862, -1.4563], [2.5263, -6.3013, 0.5612], [0.6369, -8.0817, 0.9657], [-0.9009, 3.1068, 0.8819], [1.9098, -4.1818, -4.5345], [1.6079, -7.8867, -1.2845], [3.1505, 5.6531, -0.0538], [-1.4617, 4.4885, 6.2884], [-0.4518, -2.8998, -5.5324], [3.6469, -1.0462, 2.0891], [-1.3437, 0.6223, -5.3671], [-3.1749, 2.4490, 1.0200], [-0.6668, 6.2773, 3.0271], [-7.4438, -0.0314, -1.2852], [-2.2809, -1.3206, -3.7665], [5.2082, -4.8279, -1.7201], [-2.2746, 4.2457, 3.4648], [2.0621, 4.5594, 0.9099], [2.2124, -0.9162, -3.8476], [1.8254, 4.5214, -6.2341], [4.8809, -4.0361, 2.5327], [4.7893, -0.4179, -3.8529], [-1.5631, 9.7870, -0.8633], [6.9291, -1.8063, -2.4533], [2.7490, -1.4268, 7.7963], [3.9122, 2.0111, 4.2191], [4.0286, 0.6683, 2.3310], [-2.3750, 2.0672, -2.5556], [0.5791, -9.2083, -1.7233], [3.1323, -4.3562, 2.6015], [-5.0692, -7.5578, -2.2011], [5.3299, -2.5202, -2.6412], [-4.9761, 0.1718, -7.3466], [-2.1694, -2.5101, -0.5086], [3.1816, 3.2554, 5.2045], [1.8266, 1.6337, 6.3706], [4.6788, 3.6217, -6.2454], [7.6434, 0.0409, 3.3548], [-6.5809, -4.2841, -2.8450], [1.1768, -3.7786, 7.0066], [0.4575, -7.6889, -2.6532], [5.9543, -1.7164, 2.8380], [-1.4343, -7.6750, -1.1214], [0.4559, 5.0635, 2.3698], [3.6094, -7.6556, 0.5612], [4.7812, 5.5639, -4.1956], [0.3548, 2.3020, -3.7685], [5.8042, -1.9475, -1.0927], [-4.0911, 6.0437, 3.0852], [-6.5710, 5.3024, 2.6445], [1.0970, 1.9149, 0.1278], [0.8957, 5.9675, 3.7632], [-3.6372, -5.9687, 0.6323], [2.1614, 2.3775, 4.0586], [4.0209, -3.8865, 1.0718], [-4.3041, -4.4882, 2.1481], [-0.5539, -1.4368, 2.6992], [-6.8126, 3.5932, 3.1034], [4.9278, 6.6228, -1.3355], [3.0624, -3.5609, -0.9233], [2.4121, 3.1759, -8.2422], [-5.7977, 4.0350, 1.7714], [4.7247, 1.4488, -2.2235], [-4.6233, -1.0548, -0.6248], [2.7568, -2.6516, -2.3854], [-0.6302, -9.2444, 0.5828], [-6.3151, 1.0641, -0.4335], [-0.3896, 5.7451, 6.0345], [8.3130, -4.7597, -0.5076], [6.3153, 7.0126, -2.2539], [-5.0926, -3.6430, -4.1420], [-1.0971, -5.7675, -0.2563], [4.9410, 1.1598, 6.5768], [-5.2393, 2.5098, 4.6941], [-3.3888, 1.5205, -4.6607], [3.6551, 0.0799, -1.8229], [0.2432, 3.7838, 4.7217], [3.6023, 1.5127, -6.3828], [-3.7086, -4.6878, -4.4743], [1.3996, -3.3337, -1.4342], [-3.5426, -1.0549, -5.4090], [-2.9189, -3.4705, 2.2530], [4.0590, 4.7877, -7.4558], [-2.0147, 5.7522, 5.2207], [3.3059, 4.8284, 2.8698], [3.8804, 0.7710, 7.8502], [1.9639, 0.6876, -4.5578], [-1.0328, -7.6878, 1.3039], [-6.1512, -2.0852, 5.1662], [-2.3318, -0.1696, 5.7894], [1.5514, -5.8731, -4.2181], [-5.7410, 1.7265, -7.8070], [-1.9554, 4.5192, 1.0455], [0.5630, 3.8987, -3.0140], [-1.5047, -1.8847, 4.2083], [-0.4187, 6.1124, 0.0171], [-0.1842, 2.6513, -2.1478], [-2.5256, -6.2382, 2.9117], [1.9889, -2.5591, 9.0476], [2.9837, 1.5677, -2.4131], [2.0359, 6.1730, 1.2343], [8.6645, -3.1643, -1.1216], [6.3887, 1.2809, 2.8607], [-5.2289, -0.3897, 1.8648], [7.0656, -4.3253, -2.5677], [-1.0937, -3.6990, -0.0021], [-1.8805, 7.7496, -2.9349], [-1.2037, 4.1008, -0.5403], [7.2139, 0.2393, 1.6938], [2.8129, -0.6436, -5.4192], [1.7957, -0.9245, 9.2268], [-5.3157, -2.0873, -1.8253], [-0.2908, -1.0949, -1.7549], [-6.0552, 0.8331, 2.8146], [-6.3117, 2.4960, -4.9384], [-1.0783, 4.9888, -5.0350], [0.5422, -4.7549, -3.4696], [-0.2025, -1.9644, 8.1906], [-0.3857, -0.5825, -6.1137], [1.5015, 0.9573, 1.6043], [-4.9938, 3.1962, -0.2016], [4.4199, 3.0854, 1.4544], [-2.3163, -1.0450, 2.9651], [-4.0059, -6.1649, -1.7343], [-6.3952, 0.6742, -6.5022], [-6.8565, -0.0764, 1.4890], [-1.2845, 3.2938, -5.7513], [4.6254, 3.8349, -3.9822], [4.0070, 2.3967, 7.4399], [-6.9976, 1.5461, -1.9118], [5.5012, 4.0849, -1.5552], [0.8370, -4.7199, 3.8749], [-4.0965, 3.6278, -1.6601], [2.5305, 3.2901, -5.1451], [1.5585, -2.5903, 5.7507], [2.4832, 0.7791, 0.1832], [-0.1219, -3.1564, 5.9448], [-0.8407, 0.2332, 1.4005], [7.4508, 5.2471, -2.9480], [0.0100, -5.1568, 2.4204], [7.5675, -3.2458, 0.2749], [-4.4439, -2.9943, 1.5315], [-3.1974, 0.6739, 4.6189], [-1.9855, 1.5653, 5.5148], [3.9111, -6.3970, -0.5588], [4.8000, -0.2059, 1.0492], [6.4331, 6.1470, -0.7863], [5.5931, 4.0278, 2.4757], [-6.8189, -2.1682, 2.6947], [-4.1278, -4.1821, -0.4739], [-4.0646, 4.6243, -0.2359], [1.2405, -0.3405, 6.3958], [6.0726, -0.3148, 4.8519], [-0.1525, 0.2634, 4.5742], [1.0320, 3.0679, -6.1083], [-2.0408, 4.2991, -2.9355], [3.9452, 6.8846, 2.5700], [5.8572, -5.4699, 0.5700], [-5.6516, 3.7632, -6.0126], [-1.9750, 1.1787, -0.3975], [-1.5372, -3.6603, -4.4414], [-2.8260, -6.7171, 4.5521], [3.5764, 4.9445, -3.0293], [-8.2983, -1.6039, 4.3476], [-4.7394, 0.9618, -2.2598], [-2.9974, 9.3869, -1.5419], [-1.3820, 1.9873, 3.1384], [3.6992, -0.1799, 5.1582], [-1.5382, -4.6099, 4.1800], [1.3883, -0.7077, -1.9065], [-3.9619, 2.6776, 3.4082]], "lowdin_charge": [-0.07, -0.05, -0.10, -0.06, -0.06, -0.04, -0.02, -0.06, -0.09, -0.10, -0.07, -0.07, -0.04, -0.08, -0.06, -0.07, -0.07, -0.07, -0.08, -0.03, -0.08, -0.06, -0.07, -0.05, -0.07, -0.44, -0.47, -0.03, -0.50, -0.03, -0.45, -0.41, -0.03, -0.48, -0.03, -0.48, -0.03, -0.04, -0.53, -0.05, -0.41, -0.45, -0.05, -0.06, -0.07, -0.02, -0.04, -0.05, -0.04, -0.05, -0.48, -0.03, -0.03, -0.45, -0.04, -0.03, -0.04, -0.04, -0.46, -0.05, -0.04, -0.46, -0.03, -0.50, -0.05, -0.03, -0.03, -0.47, -0.46, -0.05, -0.04, -0.02, -0.03, -0.04, -0.05, -0.49, -0.04, -0.06, -0.06, -0.53, -0.04, -0.49, -0.06, -0.05, -0.03, -0.48, -0.03, -0.02, -0.51, -0.04, -0.41, -0.05, -0.08, -0.05, -0.04, -0.47, -0.05, -0.47, -0.04, -0.05, 0.13, 0.09, 0.06, 0.08, 0.08, 0.13, 0.06, 0.08, 0.10, 0.07, 0.14, 0.06, 0.07, 0.12, 0.08, 0.06, 0.06, 0.05, 0.07, 0.10, 0.03, 0.08, 0.06, 0.13, 0.08, 0.07, 0.13, 0.06, 0.10, 0.08, 0.06, 0.08, 0.07, 0.09, 0.07, 0.07, 0.08, 0.09, 0.08, 0.06, 0.13, 0.07, 0.09, 0.12, 0.04, 0.04, 0.06, 0.05, 0.08, 0.07, 0.13, 0.08, 0.08, 0.07, 0.07, 0.06, 0.03, 0.09, 0.06, 0.08, 0.06, 0.08, 0.07, 0.08, 0.14, 0.06, 0.08, 0.08, 0.07, 0.08, 0.13, 0.13, 0.05, 0.08, 0.09, 0.06, 0.07, 0.11, 0.08, 0.07, 0.08, 0.11, 0.07, 0.05, 0.08, 0.08, 0.09, 0.06, 0.07, 0.14, 0.07, 0.08, 0.06, 0.06, 0.09, 0.05, 0.08, 0.09, 0.08, 0.08, 0.01, 0.07, 0.09, 0.04, 0.06, 0.13, 0.02, 0.08, 0.08, 0.05, 0.07, 0.08, 0.08, 0.11, 0.07, 0.07, 0.06, 0.07, 0.08, 0.08, 0.08, 0.07, 0.08, 0.07, 0.05, 0.04, 0.06, 0.08, 0.08, 0.05, 0.08, 0.07, 0.07, 0.14, 0.08, 0.10, 0.07, 0.08, 0.09, 0.08, 0.07, 0.08, 0.07, 0.08, 0.08, 0.07, 0.13, 0.09, 0.07, 0.06, 0.07, 0.08, 0.05, 0.08, 0.07, 0.07, 0.04, 0.07, 0.08, 0.11, 0.07, 0.07, 0.06, 0.07, 0.06, 0.06, 0.03, 0.07, 0.08, 0.09, 0.07, 0.06, 0.07, 0.06, 0.08, 0.07, 0.08, 0.13, 0.12, 0.07, 0.02, 0.10, 0.12, 0.06, 0.12, 0.08, 0.03, 0.08, 0.05, 0.07, 0.09, 0.08, 0.08, 0.12, 0.08, 0.04, 0.05, 0.12, 0.05, 0.07], "gap_ev": 9.19, "e_tot_ev": -132203.8835, "charge": 0}